{
  "formula": "C20H50F10Li4N5O30S10",
  "method": "the ωB97M-V functional and the def2-TZVPD basis",
  "symbols": ["Li", "Li", "Li", "Li", "N", "S", "O", "O", "F", "S", "O", "O", "F", "N", "S", "O", "O", "F", "S", "O", "O", "F", "N", "S", "O", "O", "F", "S", "O", "O", "F", "N", "S", "O", "O", "F", "S", "O", "O", "F", "N", "S", "O", "O", "F", "S", "O", "O", "F", "C", "O", "C", "C", "O", "C", "H", "H", "H", "H", "H", "H", "H", "H", "H", "H", "C", "O", "C", "C", "O", "C", "H", "H", "H", "H", "H", "H", "H", "H", "H", "H", "C", "O", "C", "C", "O", "C", "H", "H", "H", "H", "H", "H", "H", "H", "H", "H", "C", "O", "C", "C", "O", "C", "H", "H", "H", "H", "H", "H", "H", "H", "H", "H", "C", "O", "C", "C", "O", "C", "H", "H", "H", "H", "H", "H", "H", "H", "H", "H"],
  "xyz": [[0.329, 1.948, -2.319], [3.974, 2.118, 0.828], [4.701, -0.685, -0.282], [-1.953, 0.121, -1.466], [-0.022, 0.628, -0.987], [0.251, 1.441, 0.575], [1.639, 1.893, 0.735], [-0.500, 1.031, 1.766], [-0.562, 2.803, 0.016], [0.855, -0.533, -0.630], [0.388, -1.493, 0.430], [2.323, -0.370, -0.847], [0.423, -1.480, -1.897], [-4.813, 4.421, 0.374], [-3.670, 5.147, -0.764], [-4.286, 5.900, -1.850], [-2.376, 4.555, -1.059], [-3.214, 6.364, 0.201], [-4.664, 3.158, -0.457], [-3.436, 2.379, -0.251], [-5.341, 3.191, -1.687], [-5.692, 2.418, 0.516], [2.120, 2.769, -2.665], [2.685, 3.923, -1.845], [3.242, 5.081, -2.525], [3.137, 3.611, -0.523], [1.263, 4.510, -1.512], [3.642, 2.067, -2.933], [4.235, 1.253, -1.852], [4.569, 2.796, -3.784], [3.033, 0.997, -3.957], [-3.495, -0.719, -0.906], [-3.900, -1.406, 0.430], [-3.831, -2.904, 0.411], [-4.900, -0.676, 1.245], [-2.573, -1.032, 1.283], [-4.952, -0.941, -1.726], [-6.020, 0.069, -1.504], [-5.321, -2.301, -2.139], [-4.347, -0.463, -3.109], [4.708, 0.339, 1.388], [6.157, 0.068, 1.919], [6.694, -1.227, 1.476], [6.514, 0.604, 3.254], [6.991, 1.012, 0.993], [4.042, -0.438, 2.684], [3.434, 0.340, 3.742], [4.678, -1.699, 3.018], [2.772, -0.981, 1.905], [-1.393, -2.977, -9.582], [-0.993, -3.417, -8.305], [-1.791, -2.907, -7.226], [-1.226, -3.106, -5.845], [0.149, -2.761, -5.818], [0.979, -3.276, -4.789], [-1.767, -1.955, -9.636], [-2.196, -3.624, -9.934], [-0.564, -3.131, -10.273], [-2.716, -3.480, -7.275], [-1.877, -1.835, -7.405], [-1.477, -4.075, -5.413], [-1.804, -2.426, -5.219], [0.492, -3.312, -3.814], [1.920, -2.747, -4.640], [1.313, -4.277, -5.060], [-1.128, -3.533, 3.106], [-0.263, -3.073, 4.160], [-0.051, -1.633, 3.930], [0.943, -1.121, 5.042], [0.407, -1.478, 6.320], [1.340, -1.181, 7.322], [-2.156, -3.177, 3.179], [-1.119, -4.611, 3.262], [-0.833, -3.340, 2.074], [-1.008, -1.112, 3.940], [0.509, -1.280, 3.064], [1.004, -0.035, 5.113], [1.897, -1.561, 4.749], [1.695, -0.154, 7.399], [2.231, -1.803, 7.234], [0.915, -1.535, 8.261], [-1.262, 5.004, 2.482], [-2.344, 4.067, 2.427], [-2.143, 3.190, 3.501], [-3.256, 2.111, 3.612], [-4.392, 2.856, 3.490], [-5.547, 2.076, 3.735], [-1.058, 5.332, 3.502], [-1.430, 5.835, 1.797], [-0.341, 4.561, 2.103], [-2.180, 3.807, 4.399], [-1.110, 2.850, 3.425], [-3.167, 1.441, 4.467], [-3.082, 1.496, 2.729], [-6.492, 2.582, 3.931], [-5.477, 1.315, 4.512], [-5.716, 1.387, 2.908], [6.475, 3.832, -0.493], [5.690, 3.457, 0.655], [5.260, 4.537, 1.463], [4.764, 4.116, 2.797], [3.635, 3.261, 2.663], [2.863, 3.174, 3.800], [6.186, 3.153, -1.295], [7.547, 3.916, -0.317], [6.265, 4.815, -0.915], [4.509, 5.204, 1.039], [6.081, 5.227, 1.660], [4.448, 5.077, 3.201], [5.549, 3.822, 3.495], [1.952, 2.609, 3.601], [2.597, 4.070, 4.360], [3.483, 2.590, 4.480], [-2.012, -7.863, -2.835], [-1.089, -7.515, -1.833], [-1.467, -6.409, -1.061], [-0.826, -5.185, -1.786], [-1.692, -4.771, -2.908], [-2.560, -3.697, -2.739], [-1.624, -8.664, -3.464], [-2.209, -7.122, -3.610], [-2.931, -8.269, -2.411], [-0.947, -6.543, -0.113], [-2.535, -6.300, -0.873], [0.132, -5.529, -2.175], [-0.644, -4.382, -1.072], [-2.005, -2.763, -2.658], [-2.994, -3.863, -1.753], [-3.268, -3.570, -3.559]],
  "mulliken_charge": [0.787, 1.066, 0.759, 1.050, -0.537, 1.195, -0.931, -0.045, -0.079, 0.038, -0.449, -0.477, -0.105, -0.399, 1.011, -0.633, -0.507, -0.312, 1.038, -0.182, -0.627, -0.335, -0.149, 0.403, -0.639, -0.163, -0.251, 0.756, -0.436, -0.533, -0.296, 0.062, 0.790, -0.566, -0.561, -0.319, 0.802, -0.539, -0.590, -0.292, -0.070, 0.933, -0.640, -0.592, -0.224, 0.853, -0.531, -0.585, -0.230, -0.720, -0.300, -0.571, 0.096, -0.421, -0.350, 0.294, 0.287, 0.233, 0.296, 0.353, 0.145, 0.130, -0.079, 0.272, 0.301, -0.552, -0.493, 0.267, -0.523, -0.440, -0.861, 0.265, 0.374, 0.146, 0.290, -0.162, 0.323, 0.343, 0.285, 0.326, 0.322, -0.698, -0.005, -0.487, -0.023, -0.292, -0.758, 0.366, 0.208, 0.061, 0.389, 0.126, 0.507, -0.172, 0.298, 0.361, 0.174, -0.963, -0.013, -0.725, -0.723, 0.400, -0.990, 0.223, 0.287, 0.412, 0.268, 0.540, 0.414, 0.356, 0.035, 0.358, 0.419, -0.580, -0.417, -0.474, -0.442, -0.207, -0.921, 0.299, 0.158, 0.290, 0.312, 0.329, 0.401, 0.223, 0.253, 0.430, 0.402],
  "total_energy_ha": -8333.46518,
  "spin_multiplicity": 2,
  "s2": 0.752,
  "homo_ev": [-1.38, -4.70],
  "total_charge": -2,
  "fmax_ev_per_a": 9.09,
  "homo_lumo_gap_ha": [0.1458, 0.2652]
}